# 1
Computed, not measured: the molecule C10H13NO, with ωB97M-V with the def2-TZVPD basis set.

Element x y z (Å)
C -1.9152 1.9666 0.7236
C -1.8121 0.8475 -0.3194
C -2.2346 -1.6341 -0.4369
C -0.9149 -1.8425 0.3375
C 0.1388 -0.7497 0.0194
C 1.5367 -1.0465 0.2582
C 2.4500 -0.0815 -0.1365
C 2.0700 1.2151 -0.4334
C 0.6309 1.4218 -0.2935
C -0.2901 0.4797 -0.4172
H -2.9364 2.3401 0.5673
H -1.3059 3.0240 0.8613
H -1.7449 1.5882 1.7222
H -1.9922 1.3752 -1.3967
H -2.9177 -0.3435 1.0248
H -1.9057 -1.5319 -1.6209
H -3.0558 -2.3569 -0.5231
H -0.9990 -1.8816 1.4567
H -0.0684 -2.8570 0.2786
H 2.0515 -2.0662 0.5869
H 4.3585 0.2611 0.2179
H 2.8520 2.0899 -0.1165
H 0.3580 2.4215 -0.5341
N -2.7925 -0.2447 -0.0305
O 3.6120 -0.4760 0.2346

Its net charge is 0. As for the SMILES: C[C@@H]1NCCc2cc(O)ccc21. Its spin multiplicity is 1.

=====

# 2
Computed, not measured: a cluster of 9 separate species, C4H22NO11 in total, with ωB97M-V with the def2-TZVPD basis set.

Element x y z (Å)
C -0.2068 1.5681 3.6775
C -0.1064 2.0678 2.3187
N 0.4222 1.3025 1.2346
C 0.7379 -0.1341 1.2344
C 0.3712 -0.6731 -0.2838
O 1.2349 -0.9910 -1.1476
O -0.8605 -0.8492 -0.4301
O -0.3753 3.2586 2.0794
H -0.5286 0.5946 3.9209
H 0.7406 1.5997 4.1361
H -0.9813 2.1685 4.2827
H 0.5179 1.8267 0.3888
H -0.0256 -0.7365 1.8943
H 1.9448 -0.2990 1.5162
H 0.9994 -2.7338 -2.7014
H 0.7942 -4.0544 -2.0921
O 1.3236 -3.5902 -2.6582
H 1.2741 0.5451 -2.2623
H 0.1555 1.2378 -3.0674
O 0.8704 1.3730 -2.4105
H 4.0628 0.1148 -0.0190
H 3.1798 -1.0564 -0.4106
O 3.9103 -0.8015 0.1617
H 1.7782 2.8313 2.7988
H 3.2373 2.5473 2.2893
O 2.6795 3.1619 2.9026
H -1.1184 -0.4018 -2.9215
H -1.6635 -1.4701 -2.1515
O -1.2865 -1.3089 -2.9997
H -1.7546 -4.3595 -0.1789
H -1.6655 -2.9191 0.3311
O -1.8190 -3.7997 0.4811
H -1.3689 2.1561 -2.2598
H -2.0367 0.7772 -2.3188
O -1.6799 1.4711 -2.8384
H -4.8017 -0.0572 -0.3083
H -3.8250 -0.5915 -1.2869
O -4.1307 0.2250 -0.9013

Its net charge is -1. Its spin multiplicity is 1.

=====

Number 1: E_tot -14113.8522 eV, HOMO-LUMO gap 9.0683 eV. Number 2: E_tot -28519.0316 eV, HOMO-LUMO gap 8.8337 eV.